{
  "formula": "C3H7N3O",
  "method": "ωB97M-V/def2-TZVPD",
  "species": ["C", "H", "O", "N", "C", "H", "N", "H", "C", "N", "H", "H", "H", "H"],
  "xyz": [[-1.029, 1.138, 0.354], [0.863, -2.102, -0.370], [-1.868, 1.947, 0.572], [-0.293, -1.984, 1.847], [0.802, -1.143, -0.072], [-0.426, 2.742, -1.356], [-0.943, 0.017, 1.292], [-0.474, 1.206, -2.117], [-0.091, 1.773, -1.269], [-0.109, -0.982, 1.053], [0.134, -2.881, 1.595], [1.866, -0.865, 0.304], [0.615, -0.467, -0.792], [0.954, 1.602, -1.041]],
  "forces_ev_per_a": [[1.2, 0.5, -1.6], [-0.3, -3.2, -1.0], [-0.6, 0.2, 0.5], [-0.2, 1.0, 0.0], [3.3, 2.3, 3.6], [-0.5, 2.1, 0.4], [1.5, 0.9, -2.0], [0.2, -0.3, 0.2], [-0.6, -4.2, 2.7], [-2.3, -2.1, 1.3], [0.7, 0.9, -0.6], [-1.7, -0.4, -0.4], [-1.0, 1.9, -2.6], [0.2, 0.4, -0.4]],
  "lowdin_charge": [-0.33, 0.05, 0.03, 0.11, 0.02, 0.00, 0.11, 0.04, 0.04, -0.31, 0.06, 0.15, 0.00, 0.02],
  "e_lumo_ev": [-0.30, -0.30],
  "relative_energy_ev": 6.032,
  "gap_ha": [0.320, 0.320],
  "homo_energy_ev": [-9.02, -9.02],
  "fmax_ev_per_a": 5.45,
  "charge": 0,
  "e_tot_ha": -357.82820
}